{
  "formula": "C51H101ClN8O12Si",
  "method": "ωB97M-V with the def2-TZVPD basis set",
  "symbols": ["C", "C", "C", "O", "O", "C", "C", "C", "C", "C", "C", "Si", "Cl", "C", "C", "O", "C", "C", "O", "C", "C", "C", "C", "C", "C", "C", "C", "C", "C", "C", "C", "C", "C", "H", "H", "H", "H", "H", "H", "H", "H", "H", "H", "H", "H", "H", "H", "H", "H", "H", "H", "H", "H", "H", "H", "H", "H", "H", "H", "H", "H", "H", "H", "H", "H", "H", "H", "H", "H", "H", "H", "H", "H", "H", "H", "H", "H", "H", "C", "N", "C", "C", "O", "H", "H", "H", "H", "H", "H", "H", "C", "N", "C", "C", "O", "H", "H", "H", "H", "H", "H", "H", "C", "N", "C", "C", "O", "H", "H", "H", "H", "H", "H", "H", "C", "N", "C", "C", "O", "H", "H", "H", "H", "H", "H", "H", "C", "N", "C", "C", "O", "H", "H", "H", "H", "H", "H", "H", "C", "N", "C", "C", "O", "H", "H", "H", "H", "H", "H", "H", "C", "N", "C", "C", "O", "H", "H", "H", "H", "H", "H", "H", "C", "N", "C", "C", "O", "H", "H", "H", "H", "H", "H", "H"],
  "coordinates": [[2.290, 4.512, 2.115], [3.130, 5.449, 1.483], [4.649, 5.186, 1.252], [5.492, 5.530, 2.048], [5.091, 4.568, 0.089], [4.634, 3.185, 0.020], [5.075, 2.659, -1.411], [5.547, 1.135, -1.326], [4.480, 0.264, -2.086], [4.615, -1.292, -1.823], [4.341, -1.544, -0.281], [2.725, -2.503, -0.016], [2.673, -4.405, -0.933], [2.301, -2.563, 1.866], [0.733, -2.486, 1.965], [0.271, -2.069, 3.270], [-1.152, -2.258, 3.243], [-1.898, -1.655, 4.479], [-2.485, -0.366, 4.266], [-3.491, -0.374, 3.314], [-3.817, 0.899, 2.641], [-4.841, 0.961, 1.605], [-5.627, -0.201, 1.155], [-6.720, -0.123, -0.015], [-7.728, -1.321, 0.319], [-5.901, -0.340, -1.346], [-7.550, 1.222, 0.089], [-8.252, 1.737, -1.229], [-7.320, 2.681, -2.129], [-8.984, 0.646, -2.091], [-9.419, 2.726, -0.725], [-5.301, -1.467, 1.840], [-4.270, -1.536, 2.892], [2.290, 4.373, 3.227], [1.586, 3.888, 1.508], [2.717, 6.420, 1.094], [5.137, 2.620, 0.848], [3.526, 3.112, 0.167], [5.961, 3.243, -1.788], [4.223, 2.710, -2.146], [5.654, 0.890, -0.238], [6.556, 0.976, -1.793], [3.416, 0.550, -1.865], [4.654, 0.413, -3.190], [3.953, -1.902, -2.501], [5.669, -1.638, -2.026], [5.156, -2.145, 0.222], [4.246, -0.595, 0.324], [1.629, -1.702, -0.617], [2.607, -3.581, 2.228], [2.845, -1.732, 2.400], [0.367, -1.780, 1.160], [0.287, -3.498, 1.721], [-1.346, -3.377, 3.230], [-1.535, -1.883, 2.251], [-1.161, -1.569, 5.327], [-2.660, -2.406, 4.839], [-3.233, 1.790, 2.977], [-5.011, 1.973, 1.155], [-7.904, -1.390, 1.430], [-7.275, -2.262, -0.095], [-8.735, -1.179, -0.143], [-4.843, 0.004, -1.163], [-6.276, 0.208, -2.239], [-5.820, -1.432, -1.606], [-6.977, 2.100, 0.509], [-8.389, 1.040, 0.848], [-6.825, 2.126, -2.960], [-8.031, 3.418, -2.594], [-6.615, 3.249, -1.472], [-9.436, 1.180, -2.980], [-8.333, -0.161, -2.504], [-9.858, 0.213, -1.523], [-9.059, 3.776, -0.590], [-9.900, 2.361, 0.223], [-10.229, 2.659, -1.511], [-5.792, -2.431, 1.594], [-4.083, -2.525, 3.383], [10.572, 0.752, -5.097], [9.829, 0.161, -3.995], [8.531, 0.354, -3.658], [7.716, 1.294, -4.509], [8.053, -0.227, -2.688], [10.945, -0.055, -5.731], [11.415, 1.299, -4.690], [9.959, 1.423, -5.691], [10.311, -0.480, -3.382], [6.702, 1.346, -4.117], [8.150, 2.296, -4.483], [7.673, 0.929, -5.536], [-10.218, 4.698, -7.072], [-9.453, 4.132, -5.980], [-8.147, 3.748, -5.976], [-7.362, 3.915, -7.252], [-7.649, 3.284, -4.962], [-10.590, 5.678, -6.765], [-11.069, 4.045, -7.275], [-9.624, 4.806, -7.975], [-9.914, 3.991, -5.094], [-6.343, 3.567, -7.094], [-7.811, 3.323, -8.051], [-7.327, 4.968, -7.537], [-6.939, 1.323, 5.051], [-7.818, 1.056, 3.926], [-9.159, 0.917, 3.924], [-9.890, 1.052, 5.236], [-9.741, 0.688, 2.870], [-6.400, 2.253, 4.854], [-6.223, 0.508, 5.127], [-7.484, 1.412, 5.986], [-7.406, 0.953, 3.008], [-10.957, 0.916, 5.069], [-9.547, 0.289, 5.938], [-9.729, 2.047, 5.655], [15.496, 0.005, -7.497], [14.332, 0.486, -6.770], [14.033, 1.759, -6.410], [15.005, 2.844, -6.792], [12.999, 1.998, -5.793], [15.157, -0.488, -8.401], [16.016, -0.721, -6.869], [16.178, 0.809, -7.759], [13.637, -0.185, -6.481], [14.631, 3.802, -6.438], [15.976, 2.658, -6.331], [15.107, 2.891, -7.878], [6.051, -3.865, 5.932], [5.703, -2.757, 5.065], [4.559, -2.021, 5.058], [3.491, -2.369, 6.063], [4.421, -1.112, 4.254], [6.964, -3.608, 6.473], [6.241, -4.744, 5.313], [5.262, -4.090, 6.644], [6.371, -2.467, 4.366], [2.644, -1.698, 5.933], [3.148, -3.393, 5.908], [3.877, -2.249, 7.077], [-7.361, -4.073, 7.058], [-7.104, -2.666, 6.826], [-6.103, -1.898, 7.328], [-5.108, -2.555, 8.247], [-6.031, -0.713, 7.028], [-7.339, -4.590, 6.096], [-8.355, -4.172, 7.495], [-6.629, -4.520, 7.725], [-7.731, -2.159, 6.219], [-4.372, -1.819, 8.564], [-5.615, -2.944, 9.132], [-4.589, -3.362, 7.725], [16.079, -4.074, -12.331], [16.334, -3.237, -11.176], [15.904, -1.970, -10.944], [15.050, -1.313, -11.997], [16.212, -1.398, -9.906], [15.576, -4.983, -11.997], [17.036, -4.344, -12.782], [15.462, -3.573, -13.071], [16.900, -3.612, -10.428], [14.786, -0.309, -11.671], [15.602, -1.239, -12.936], [14.131, -1.883, -12.145], [-11.480, -0.642, 8.663], [-10.321, -1.508, 8.742], [-9.943, -2.319, 9.766], [-10.812, -2.352, 10.996], [-8.926, -2.992, 9.669], [-12.083, -0.946, 7.805], [-11.137, 0.383, 8.509], [-12.086, -0.687, 9.563], [-9.690, -1.539, 7.954], [-10.383, -3.040, 11.721], [-10.861, -1.359, 11.448], [-11.814, -2.699, 10.739]],
  "lumo_ev": -0.4,
  "smiles": "C=CC(=O)OCCCCCC[Si@@H](Cl)CCOCCOc1ccc(C(C)(C)CC(C)(C)C)cc1.CNC(C)=O.CNC(C)=O.CNC(C)=O.CNC(C)=O.CNC(C)=O.CNC(C)=O.CNC(C)=O.CNC(C)=O",
  "gap_ev": 7.290,
  "homo_ev": -7.662
}